ORCA calculation (the ωB97M-V functional and the def2-TZVPD basis) on the ion C4H11N2O with charge +1 at a distorted geometry.

XYZ file:
```
18
Properties=species:S:1:pos:R:3:forces:R:3
H -0.478 0.253 1.075 0.1 -0.1 0.0
H 1.755 -1.754 -0.855 -0.2 0.1 -0.2
O 0.137 1.693 -1.467 0.1 -0.1 0.0
H -0.573 -1.634 -0.778 -0.3 0.0 -1.1
H -2.379 2.480 0.310 0.3 -0.4 0.1
H -1.491 3.432 -0.770 0.2 0.0 0.0
C 1.286 -1.026 -0.194 -0.1 0.1 0.2
H -1.934 -0.050 0.155 0.0 -0.3 -0.3
C -0.882 0.210 0.064 -0.2 1.0 0.5
H 2.061 -2.298 1.318 -0.1 0.4 0.2
C 1.247 -1.566 1.237 0.3 -0.2 -0.4
C -0.716 1.592 -0.600 -0.2 -0.6 -0.4
H 0.105 -0.148 -1.618 -0.5 -0.8 -0.3
H 0.338 -2.133 1.428 -0.2 -0.1 0.0
H 1.822 -0.086 -0.287 0.1 0.0 0.1
N -0.107 -0.734 -0.774 1.2 0.4 1.5
H 1.354 -0.799 2.007 0.0 -0.1 -0.2
N -1.545 2.569 -0.250 -0.4 0.6 0.1
```
Forces are in eV/Å.

Values from the calculation:
**Calculated total energy**: -343.535381 hartree
**Energy above the lowest of the compared OMol25 structures with the same formula, charge and spin**: 18.06 kcal per mole
**E_LUMO**: -3.063 eV
**Spin multiplicity**: 1
**Largest force on an atom**: 1.95 eV/Å
**Structure (SMILES)**: CC[NH2+]CC(N)=O
**Charge**: +1